1.
Formula: C4H8NO3
Source: the OMol25 dataset
Level of theory: ωB97M-V/def2-TZVPD

Energy in eV: -11913.0449
Energy relative to the best compared isomer or geometry (same formula, charge and spin) in kJ/mol: 24.0
Net charge: -1

Atoms and positions in Å:
C -1.670 -0.169 0.744
C -1.623 -1.434 -0.078
O -2.492 -2.303 -0.042
N -0.585 -1.507 -0.944
H -0.572 -2.278 -1.598
H 0.078 -0.723 -0.995
H -2.712 0.120 0.798
H -0.957 0.561 0.358
H -1.274 -0.295 1.752
C 2.857 0.879 0.116
C 1.390 1.416 0.081
O 1.001 2.022 1.090
O 0.728 1.139 -0.957
H 2.921 -0.150 -0.243
H 3.203 1.040 1.135
H 3.391 1.469 -0.634

Cartesian forces (eV/Å) of the 3 atoms listed first:
C 0.7 -0.3 0.2
C -0.1 -0.1 -0.4
O 0.0 0.0 0.2

Want to see where the charge sits? The Löwdin charges in e are: C -0.01; C -0.60; O -0.03; N 0.15; H 0.10; H 0.07; H 0.08; H 0.04; H 0.08; C -0.05; C -0.78; O -0.07; O -0.13; H 0.05; H 0.05; H 0.05


2.
Formula: C15H60O15
Source: the OMol25 dataset
Level of theory: ωB97M-V/def2-TZVPD

Energy in eV: -47208.7436
Energy relative to the best compared isomer or geometry (same formula, charge and spin) in kJ/mol: 3143.5

Atoms and positions in Å:
C 0.979 -2.241 2.182
O 2.347 -2.126 2.568
H 0.839 -1.486 1.408
H 0.756 -3.167 1.652
H 0.283 -2.065 3.002
H 2.828 -2.522 1.838
C -3.070 1.308 -2.281
O -1.982 0.457 -2.151
H -3.974 0.700 -2.321
H -3.062 2.035 -1.469
H -3.046 1.837 -3.234
H -1.193 0.925 -1.870
C 3.111 0.218 -0.528
O 4.341 0.339 0.167
H 2.370 -0.460 -0.108
H 2.613 1.187 -0.559
H 3.320 -0.074 -1.558
H 4.377 1.180 0.630
C -2.339 2.364 0.480
O -1.152 2.176 1.164
H -2.982 1.516 0.717
H -2.815 3.265 0.868
H -2.175 2.475 -0.592
H -0.667 3.003 1.205
C -3.107 -0.931 0.021
O -2.196 -1.925 -0.255
H -3.122 -0.202 -0.790
H -4.136 -1.254 0.179
H -2.747 -0.390 0.896
H -1.352 -1.468 -0.278
C -1.006 -1.569 -3.174
O -2.105 -0.851 -3.582
H -0.109 -0.970 -3.332
H -0.949 -1.839 -2.119
H -0.943 -2.548 -3.650
H -2.252 -0.144 -2.949
C -1.626 -1.193 2.775
O -2.004 -0.365 3.867
H -0.693 -0.785 2.384
H -1.517 -2.264 2.947
H -2.292 -1.050 1.924
H -1.476 -0.570 4.642
C 1.662 -2.412 -1.372
O 1.054 -1.180 -1.614
H 2.734 -2.260 -1.244
H 1.336 -2.860 -0.434
H 1.458 -3.102 -2.191
H 1.581 -0.724 -2.274
C 1.267 0.598 -2.986
O 2.162 -0.507 -3.210
H 1.733 1.335 -2.333
H 0.902 1.078 -3.894
H 0.429 0.257 -2.379
H 2.935 -0.245 -3.716
C -0.132 0.139 0.137
O -0.292 -1.239 -0.018
H 0.895 0.376 0.414
H -0.417 0.592 -0.813
H -0.821 0.398 0.941
H 0.190 -1.559 -0.785
C -0.156 1.636 3.209
O 0.257 0.961 4.388
H 0.616 2.352 2.929
H -0.223 0.875 2.431
H -1.107 2.164 3.282
H 1.067 0.497 4.166
C -0.558 -3.712 0.033
O -0.153 -4.672 0.968
H -1.615 -3.448 0.090
H 0.035 -2.800 0.105
H -0.522 -4.104 -0.983
H 0.636 -5.082 0.605
C 2.422 0.414 2.719
O 1.748 -0.442 3.599
H 1.923 0.443 1.751
H 2.474 1.432 3.104
H 3.459 0.110 2.576
H 1.747 -1.313 3.195
C 1.283 2.882 0.522
O 0.949 2.243 -0.728
H 2.348 3.106 0.567
H 0.712 3.800 0.662
H 0.975 2.312 1.399
H 1.660 2.373 -1.361
C -0.963 3.396 -2.181
O -0.726 2.096 -1.768
H -0.238 3.731 -2.922
H -1.902 3.306 -2.727
H -0.965 4.113 -1.359
H 0.061 2.121 -1.219

Cartesian forces (eV/Å) of the 3 atoms listed first:
C -0.9 -1.1 -2.3
O 2.6 -5.8 -2.8
H -0.1 0.0 0.9

Want to see where the charge sits? The Löwdin charges in e are: C -0.08; O -0.04; H 0.08; H 0.08; H 0.10; H 0.14; C -0.07; O -0.11; H 0.13; H 0.06; H 0.11; H -0.04; C -0.13; O -0.07; H 0.07; H 0.06; H 0.09; H 0.08; C -0.10; O -0.23; H 0.10; H 0.11; H 0.03; H 0.06; C -0.15; O -0.14; H 0.06; H 0.11; H 0.04; H -0.19; C -0.15; O -0.08; H 0.06; H 0.07; H 0.10; H -0.26; C -0.14; O -0.08; H 0.03; H 0.11; H 0.05; H 0.08; C -0.06; O -0.27; H 0.11; H 0.07; H 0.13; H -0.18; C -0.05; O 0.00; H 0.08; H 0.15; H 0.08; H 0.16; C -0.04; O -0.18; H 0.07; H 0.09; H 0.09; H -0.05; C -0.18; O -0.11; H 0.06; H 0.05; H 0.11; H -0.09; C -0.18; O -0.09; H 0.09; H 0.01; H 0.11; H 0.09; C -0.11; O -0.10; H 0.05; H 0.11; H 0.10; H -0.11; C -0.01; O -0.06; H 0.12; H 0.11; H 0.04; H 0.11; C -0.07; O -0.22; H 0.10; H 0.09; H 0.11; H -0.26


3.
Formula: C4H11NO3
Source: the OMol25 dataset
Level of theory: ωB97M-V/def2-TZVPD

Energy in eV: -11956.9829
Energy relative to the best compared isomer or geometry (same formula, charge and spin) in kJ/mol: 301.7

Atoms and positions in Å:
C 1.202 -0.637 0.587
O 1.595 -1.965 0.357
O 2.200 0.218 0.065
H 2.417 -2.141 0.835
H 2.263 0.051 -0.883
H 1.174 -0.409 1.660
H 0.549 1.068 -0.232
C -0.929 2.308 0.273
C -0.701 -1.260 -1.201
C -0.462 -0.678 0.153
O -0.306 1.448 -0.654
N -1.234 -0.532 1.122
H -2.194 -0.833 0.973
H -1.792 2.760 -0.219
H -0.242 3.097 0.595
H -1.261 1.743 1.155
H -0.022 -0.828 -1.931
H -0.529 -2.334 -1.150
H -1.730 -1.075 -1.504

Cartesian forces (eV/Å) of the 3 atoms listed first:
C -1.4 -1.1 0.9
O -0.2 -0.2 -0.1
O -1.1 0.4 -0.4

Want to see where the charge sits? The Löwdin charges in e are: C -0.37; O 0.00; O 0.00; H 0.11; H 0.11; H 0.14; H 0.08; C -0.15; C -0.03; C -0.39; O -0.17; N 0.12; H 0.07; H 0.08; H 0.08; H 0.06; H 0.08; H 0.09; H 0.09


4.
Formula: C5H9Cl3CuINOS
Source: the OMol25 dataset
Level of theory: ωB97M-V/def2-TZVPD

Energy in eV: -110007.4893
Energy relative to the best compared isomer or geometry (same formula, charge and spin) in kJ/mol: 0.0
Net charge: -1

Atoms and positions in Å:
Cu 0.000 0.000 0.000
I -2.943 -1.731 0.114
C -0.967 -1.675 -0.684
H -1.017 -1.647 -1.792
H -0.412 -2.580 -0.362
C -0.018 -0.099 4.136
S 0.000 0.000 2.330
C 1.357 1.192 2.227
O 0.511 -1.311 1.811
H 0.958 -0.425 4.502
H -0.778 -0.825 4.437
H -0.268 0.879 4.552
H 1.059 2.126 2.710
H 1.574 1.383 1.174
H 2.248 0.786 2.712
Cl 5.253 -1.204 -0.617
C 4.303 0.002 -1.522
Cl 4.318 -0.408 -3.257
Cl 5.014 1.619 -1.287
C 2.916 0.001 -1.032
N 1.819 0.000 -0.643
H -0.780 1.352 -0.552

Cartesian forces (eV/Å) of the 3 atoms listed first:
Cu -1.1 0.2 -2.6
I -0.3 -0.3 0.0
C 1.2 -0.1 -0.5

Want to see where the charge sits? The Löwdin charges in e are: Cu -0.19; I 0.43; C -0.84; H -0.07; H -0.07; C -0.27; S 0.69; C -0.28; O -0.54; H 0.05; H 0.05; H 0.04; H 0.06; H -0.01; H 0.06; Cl 0.58; C -1.59; Cl 0.58; Cl 0.57; C -0.31; N 0.13; H -0.06